<w>
Density functional theory data (ωB97M-V with the def2-TZVPD basis set) for a cluster of 2 separate species, C2H5NS2 in total.

```
10
Properties=species:S:1:pos:R:3
S -0.060 1.785 -0.039
S -0.723 -1.017 -1.860
N 1.084 -0.765 -1.160
C -0.821 0.619 1.115
C 1.271 0.369 -0.490
H -1.654 0.461 0.304
H 2.445 0.334 0.071
H -1.385 1.153 1.892
H -0.057 -0.146 1.492
H -0.100 -2.793 -1.325
```

Summary:
**Gap between HOMO and LUMO**: 0.29391 Eh
**Charge**: 0

***

<x>
Density functional theory data (ωB97M-V with the def2-TZVPD basis set) for the molecule C2H5NS2.

```
10
Properties=species:S:1:pos:R:3
S -1.382 0.484 -0.590
S 1.859 -0.323 -0.406
N 1.304 1.180 0.118
C 0.011 1.422 -0.039
C -1.224 -1.012 0.121
H 3.176 0.005 -0.648
H -0.195 -1.541 -0.054
H -0.394 2.415 0.308
H -2.086 -1.650 -0.086
H -1.071 -0.981 1.277
```

Summary:
**Gap between HOMO and LUMO**: 0.33715 Eh
**Charge**: 0

***

Name the most stable of them. <x>.

***

<w>
Density functional theory data (ωB97M-V with the def2-TZVPD basis set) for a cluster of 2 separate species, C9H15N2S in total.

```
27
Properties=species:S:1:pos:R:3
S -1.914 -1.052 -2.057
N 1.326 0.398 -1.019
N -1.415 -2.215 0.058
C -2.039 -3.176 -0.698
C 1.549 1.592 1.899
C 0.308 0.972 1.257
C 2.373 -0.515 -0.632
C -0.860 1.964 1.051
C 0.409 0.871 -0.236
C -0.594 1.941 -0.467
C -2.385 -2.707 -1.911
C -1.257 -1.006 -0.478
H 0.049 0.053 1.777
H -0.720 2.927 1.532
H 2.368 0.883 1.962
H -2.199 -4.163 -0.309
H -1.438 1.682 -1.101
H -1.829 1.559 1.323
H 2.457 -1.316 -1.363
H 1.283 0.630 -2.008
H 1.299 1.914 2.907
H -2.879 -3.207 -2.718
H 1.878 2.461 1.333
H 3.329 0.010 -0.585
H -1.106 -2.419 0.999
H 2.154 -0.938 0.344
H -0.146 2.854 -0.860
```

Summary:
**Gap between HOMO and LUMO**: 0.35187 Eh
**Charge**: +1

***

<x>
Density functional theory data (ωB97M-V with the def2-TZVPD basis set) for the ion C9H15N2S with charge +1.

```
27
Properties=species:S:1:pos:R:3
S -1.318 1.873 -0.018
N -1.649 -0.588 -0.508
N -3.660 0.654 -0.367
C 0.228 1.033 -0.370
C 0.784 0.619 0.970
C 1.177 1.486 -1.459
C 0.392 -0.675 0.898
C 0.743 -2.033 1.526
C 0.410 -1.373 -1.537
C -2.338 0.491 -0.349
C 1.596 1.362 1.996
C -0.221 -0.479 -0.458
H 1.102 2.355 2.189
H 1.681 0.795 2.888
H -4.326 -0.055 -0.681
H 1.422 -1.354 -1.299
H 2.295 1.239 -1.191
H 1.008 -1.941 2.570
H -3.905 1.670 -0.415
H 0.087 -2.346 -1.441
H 0.258 -1.058 -2.573
H 1.656 -2.468 1.098
H 2.618 1.529 1.643
H -2.066 -1.449 -0.611
H 0.963 0.860 -2.292
H 1.117 2.552 -1.619
H -0.056 -2.697 1.412
```

Summary:
**Gap between HOMO and LUMO**: 0.35316 Eh
**Charge**: +1

***

Name the most stable of them. <x>.

***

<w>
Density functional theory data (ωB97M-V with the def2-TZVPD basis set) for the molecule C12H21N7O3.

```
43
Properties=species:S:1:pos:R:3
O -0.326 -2.764 -0.163
O 1.476 -0.944 0.532
O -2.468 -2.462 -0.728
N 4.647 1.892 5.121
N -4.128 -0.317 -6.507
N 2.494 1.986 4.587
N -2.582 1.095 -5.679
N -0.517 0.075 0.744
N 0.146 1.290 2.952
N -2.999 -0.874 -4.479
C 3.464 2.562 5.324
C -3.297 -0.024 -5.575
C -1.372 -1.994 -0.431
C -1.195 -0.468 -0.446
C -0.461 -0.057 -1.757
C 2.283 -0.012 3.120
C -1.065 -0.633 -2.999
C 1.282 0.700 2.241
C -2.509 -0.329 -3.250
C 4.434 0.843 4.238
C 3.087 0.886 3.950
C 0.756 -0.124 1.088
H -1.612 1.012 -5.497
H -0.556 -0.272 -3.885
H -3.670 -1.586 -4.424
H 0.597 -0.439 -1.795
H 1.921 1.418 1.790
H 5.250 0.104 4.013
H -0.354 0.622 3.469
H 0.551 2.045 3.599
H 5.477 2.196 5.526
H 3.356 3.429 5.940
H -2.168 -0.036 -0.386
H -2.788 0.725 -3.081
H -4.634 -1.133 -6.199
H -0.935 0.848 1.299
H -0.491 0.999 -1.948
H 3.046 -0.555 2.519
H 1.795 -0.786 3.770
H -0.880 -1.689 -3.078
H 0.517 -2.331 0.010
H -2.684 1.526 -6.555
H -3.048 -0.841 -2.421
```

Summary:
**Gap between HOMO and LUMO**: 0.33534 Eh
**Charge**: 0

***

<x>
Density functional theory data (ωB97M-V with the def2-TZVPD basis set) for the molecule C12H21N7O3.

```
43
Properties=species:S:1:pos:R:3
O 2.773 0.474 3.771
O 2.761 1.678 1.867
O -1.327 -1.180 1.367
N 2.681 -0.209 -2.406
N 0.086 0.570 1.613
N -1.236 -0.722 -2.333
N 2.201 0.770 -0.525
N -1.690 2.431 1.054
N -3.300 -1.890 -2.394
N -1.517 -2.639 -1.102
C -2.098 -1.739 -1.965
C 1.802 -1.232 1.030
C -3.142 0.762 -0.064
C 1.250 -0.277 2.062
C 2.317 0.656 2.681
C -2.671 1.170 -1.463
C 2.427 -1.207 -1.506
C -1.303 0.633 -1.858
C 2.542 0.932 -1.775
C 2.147 -0.610 -0.325
C -1.134 0.021 1.348
C -2.268 1.079 1.138
H -2.866 0.928 2.041
H -0.948 1.184 -2.748
H 0.843 -0.887 2.875
H -3.400 0.881 -2.253
H -2.441 3.079 0.824
H -1.152 -2.210 -0.241
H -3.368 -0.306 -0.100
H -0.307 -1.088 -2.311
H 2.518 -2.281 -1.733
H -1.363 2.715 1.988
H -0.617 0.841 -1.052
H 2.477 1.554 0.892
H -2.631 2.259 -1.553
H 2.706 -1.688 1.470
H 2.636 1.935 -2.209
H 1.073 -2.023 0.838
H -2.160 -3.388 -0.890
H 2.920 -0.282 -3.374
H -4.136 1.247 0.074
H 0.225 1.549 1.317
H -3.451 -1.097 -3.066
```

Summary:
**Gap between HOMO and LUMO**: 0.32857 Eh
**Charge**: 0

***

Name the most stable of them. <x>.